[1]
Formula: C3H5Cl2N2
Source: the OMol25 dataset
Level of theory: the ωB97M-V functional and the def2-TZVPD basis

The geometry in XYZ format:
```
12
Properties=species:S:1:pos:R:3:forces:R:3
C -0.351264 0.268845 -0.738595 -0.49 -0.88 0.50
C -0.140013 -1.539905 2.114296 -0.75 0.22 4.69
C -0.483755 1.431631 -1.148676 1.26 -0.53 -1.09
N -0.102538 2.399717 -1.990563 0.40 0.37 1.21
N -0.055303 -1.011583 -0.321232 -0.23 5.16 -0.70
Cl 0.865695 -0.124814 2.601425 -0.72 -1.31 -1.01
Cl 0.601569 -3.042027 1.790515 0.17 0.34 -0.19
H -0.625423 3.224806 -2.210287 -1.37 -0.09 -0.08
H 0.852450 2.756067 -1.919542 0.14 -0.89 0.16
H -0.584748 -1.708849 -0.762921 -0.86 -1.48 -0.51
H -0.903826 -1.694909 3.116276 1.51 0.58 -3.48
H 0.927156 -0.958979 -0.530696 0.93 -1.48 0.49
```
Forces are in eV/Å.

Its LUMO energy (spin up / spin down) is -0.182 / -0.264 Eh. As for the charge: +1. Its frontier orbital gap (spin up / spin down) is 0.3387 / 0.1992 hartree. The energy above the lowest of the compared OMol25 structures with the same formula, charge and spin comes out at 149.8 kcal/mol. For the calculated total energy, the calculation gives -1146.73322 Ha. Its spin multiplicity is 1.


[2]
Formula: CH5NO
Source: the OMol25 dataset
Level of theory: the ωB97M-V functional and the def2-TZVPD basis

The geometry in XYZ format:
```
8
Properties=species:S:1:pos:R:3:forces:R:3
C -0.650849 -1.326080 0.625444 -1.18 -4.34 -0.57
N -0.352226 -0.168413 -0.010637 1.76 0.98 2.58
H -1.141340 -1.315439 1.617036 0.01 -0.40 -0.10
H -0.534490 -2.379758 0.158156 -0.51 1.26 0.42
H 0.049751 -0.147559 1.054950 -0.03 2.73 -2.41
H 0.198637 1.410392 -0.938937 0.55 0.33 -0.24
H 1.652444 1.789068 -1.175327 0.27 -0.20 0.07
O 0.778073 2.137789 -1.330685 -0.89 -0.37 0.25
```
Forces are in eV/Å.

Its LUMO energy (spin up / spin down) is 0.187 / 0.185 Eh. As for the charge: -1. Its frontier orbital gap (spin up / spin down) is 0.1801 / 0.2741 hartree. The energy above the lowest of the compared OMol25 structures with the same formula, charge and spin comes out at 45.1 kcal/mol. Its expectation value of S² is 0.75. For the calculated total energy, the calculation gives -170.96588 Ha. Its spin multiplicity is 2.


[3]
Formula: C16H17N5O4
Source: the OMol25 dataset
Level of theory: the ωB97M-V functional and the def2-TZVPD basis

The geometry in XYZ format:
```
42
Properties=species:S:1:pos:R:3:forces:R:3
O -2.122551 -0.788521 2.360857 4.47 1.39 -1.38
C -3.414409 -0.646367 2.270328 -8.32 -3.66 4.85
C -4.083407 -0.176779 0.974580 -2.01 0.70 3.83
O -3.592915 1.175574 1.070422 0.69 -1.61 -6.48
C -3.051260 1.124579 -0.610297 0.57 12.00 4.77
N -1.612684 1.493444 -0.404358 -6.11 -12.07 -4.47
C -0.980099 2.475399 -0.088353 3.10 11.38 3.02
N 0.311332 2.252189 -0.010525 0.00 10.00 2.55
C 0.574412 1.094808 -0.254324 0.13 -9.76 -4.43
C 1.810048 0.366399 -0.396817 -9.62 -5.88 0.01
N 2.873279 0.870331 0.048984 4.95 -3.74 -0.05
C 4.134323 0.271087 -0.138274 1.76 7.35 3.83
C 4.317347 -0.970310 -0.165786 4.18 -6.44 -3.03
C 5.728699 -1.423479 -0.223149 -1.69 -3.93 1.01
C 6.724170 -0.643557 0.205471 2.04 0.73 -3.12
C 6.532574 0.811421 0.062043 6.47 -2.47 4.03
C 5.325719 1.147990 0.255617 -4.91 -7.44 -4.15
N 1.524762 -1.082687 -0.572193 2.64 2.41 -0.69
C 0.387791 -1.660508 -0.849404 -2.80 8.27 1.90
N -0.874477 -0.894067 -0.757829 1.75 -1.50 -1.68
C -0.690479 0.410500 -0.682793 3.13 -0.04 2.90
C -3.605941 0.129858 -1.421165 2.99 -5.65 3.91
O -4.702527 0.361450 -2.007033 -4.33 2.97 -4.07
C -3.835791 -1.059244 -0.189474 -3.71 4.09 -2.72
O -4.945839 -1.944135 -0.397308 3.12 -1.05 -4.19
H -1.700918 0.095792 2.095394 -0.75 -1.75 0.60
H -3.848485 -0.212086 3.304790 0.66 0.73 -2.53
H -4.065883 -1.690527 2.650102 2.34 1.61 -1.70
H -5.206545 -0.242006 0.926034 0.52 0.64 1.37
H -3.476131 2.290695 -0.897334 0.62 -3.48 0.49
H -1.412644 3.674017 0.110727 1.01 -4.13 -0.68
H 2.809696 1.784214 0.028258 0.15 5.94 0.32
H 3.624115 -1.606428 -0.611981 -1.27 -1.20 0.27
H 5.958846 -2.618346 -0.420860 -0.83 3.30 0.67
H 7.718586 -1.107582 0.173878 -0.21 0.55 0.31
H 7.385309 1.470031 0.516065 -1.55 -0.97 -1.46
H 5.056817 1.982353 0.476807 -2.84 10.21 2.52
H 0.332388 -2.541383 -1.331092 -0.22 -3.34 -0.75
H -2.892745 -0.099570 -2.153114 1.61 -1.08 -0.86
H -5.475546 -0.015944 -1.661307 -1.50 -0.99 1.17
H -2.966133 -1.396141 0.026900 5.69 -3.79 0.28
H -4.572789 -2.462471 -1.312506 -1.91 1.70 3.84
```
Forces are in eV/Å.

Its LUMO energy is 0.004 Eh. Its frontier orbital gap is 0.2797 hartree. The energy above the lowest of the compared OMol25 structures with the same formula, charge and spin comes out at 362.8 kcal/mol. For the calculated total energy, the calculation gives -1194.13673 Ha. The SMILES is OC[C@H]1O[C@@H](n2cnc3c(Nc4ccccc4)ncnc32)[C@H](O)[C@@H]1O. Its spin multiplicity is 1.


[4]
Formula: C4H6N2O3S3
Source: the OMol25 dataset
Level of theory: the ωB97M-V functional and the def2-TZVPD basis

The geometry in XYZ format:
```
18
Properties=species:S:1:pos:R:3:forces:R:3
C -1.228167 1.333681 0.893783 2.45 1.90 1.89
C 1.329630 -1.878529 -1.879478 -1.14 -2.71 1.31
C 1.482216 0.154760 0.468254 -2.49 0.07 0.49
C -2.236750 1.407588 -0.146300 -0.88 3.28 -0.72
N 1.201407 -0.527660 -1.763987 -0.43 2.97 -1.21
N 1.605496 0.139577 -0.778163 1.24 -0.54 -0.18
O -0.890589 2.146917 1.734702 -0.94 -1.02 -1.46
O -0.796404 -1.067571 -0.041934 -0.57 -1.12 0.32
O -0.390691 -0.502329 2.442551 0.11 -1.33 2.04
S 1.897080 -2.895653 -0.557745 0.19 0.04 0.34
S 2.410593 1.128737 1.514841 -0.93 -0.17 2.40
S -0.320381 -0.280083 1.056586 1.26 1.56 -2.70
H 0.198215 -2.188907 -1.721896 1.59 -0.05 -0.93
H 1.812663 -2.168436 -2.812272 -0.65 0.10 -0.27
H -2.694182 2.509700 -0.220611 1.21 -2.44 0.15
H -1.902876 1.029314 -1.114051 -0.17 -0.09 0.25
H -2.974311 0.801258 0.308365 -1.41 -1.01 -0.18
H 1.497050 0.857635 2.617355 1.56 0.55 -1.54
```
Forces are in eV/Å.

Its LUMO energy (spin up / spin down) is -0.027 / -0.066 Eh. Its frontier orbital gap (spin up / spin down) is 0.3128 / 0.2297 hartree. The energy above the lowest of the compared OMol25 structures with the same formula, charge and spin comes out at 95.0 kcal/mol. For the calculated total energy, the calculation gives -1685.58606 Ha. Its spin multiplicity is 1.


[5]
Formula: C9H14
Source: the OMol25 dataset
Level of theory: the ωB97M-V functional and the def2-TZVPD basis

The geometry in XYZ format:
```
23
Properties=species:S:1:pos:R:3:forces:R:3
C 1.037065 2.565461 -0.996030 0.74 -0.89 1.07
C 0.779813 1.142456 -1.431881 -0.23 0.54 0.66
C 1.118642 0.052865 -0.619783 -0.21 0.20 -0.35
C 0.806012 -1.219999 -1.033284 -0.95 -0.38 -0.73
C 0.152111 -1.435822 -2.261152 0.87 -0.32 0.70
C -0.224118 -0.353643 -3.017614 0.05 -0.12 -0.49
C 0.074691 0.926743 -2.597996 0.43 -0.32 -0.42
H 1.508518 2.553585 -0.008111 -0.24 -0.06 0.13
H 0.099329 3.104263 -0.886393 0.19 0.37 -0.43
H 1.818570 3.016443 -1.591834 -0.35 0.55 -0.62
H 1.625792 0.178544 0.322431 0.04 0.27 0.18
H 0.927012 -2.076868 -0.394330 0.55 -0.14 0.17
H 0.116244 -2.457492 -2.620538 -0.57 0.07 -0.02
H -0.693165 -0.455193 -3.984306 -0.10 -0.28 -0.09
H -0.114376 1.707840 -3.315885 -0.24 0.51 0.27
C -0.660645 -1.314049 3.549645 -0.24 0.17 -0.97
C -1.580878 -0.508907 2.629106 0.35 0.07 -0.88
H -0.086082 -2.025870 2.953879 0.07 0.03 0.04
H 0.058497 -0.641210 4.012986 -0.20 -0.28 0.62
H -1.294994 -1.902144 4.205430 0.39 0.09 0.58
H -2.496237 -0.192494 3.088578 -0.55 -0.04 0.47
H -1.136533 0.417442 2.264699 0.31 -0.06 -0.02
H -1.835266 -1.081944 1.732385 -0.13 0.03 0.13
```
Forces are in eV/Å.

Its LUMO energy is 0.037 Eh. Its frontier orbital gap is 0.3678 hartree. The energy above the lowest of the compared OMol25 structures with the same formula, charge and spin comes out at 11.4 kcal/mol. For the calculated total energy, the calculation gives -351.31198 Ha. The SMILES is Cc1ccccc1.CC. Its spin multiplicity is 1.


[6]
Formula: C5H11F3LiN3O10S
Source: the OMol25 dataset
Level of theory: the ωB97M-V functional and the def2-TZVPD basis

The geometry in XYZ format:
```
34
Properties=species:S:1:pos:R:3:forces:R:3
Li -0.353364 0.149086 -1.214155 0.32 -0.04 -0.29
N -0.263994 3.455976 -4.469065 3.49 -0.38 -0.64
O -0.956444 3.612226 -5.428435 -2.78 1.03 -3.33
O 0.943816 3.658686 -4.515475 1.98 1.12 -0.63
O -0.687894 2.982346 -3.461875 -3.00 -2.05 4.79
N 3.351916 -1.967484 -3.202815 1.55 -2.50 -2.63
O 3.823016 -1.320374 -4.080745 1.79 3.99 -3.11
O 2.505726 -1.555384 -2.497605 -4.33 2.12 4.25
O 3.707636 -3.134804 -3.184225 0.58 -3.75 1.61
C 4.399436 3.031576 3.044525 -0.94 0.79 -2.87
F 3.613436 3.825536 3.779065 0.08 0.65 0.36
F 5.671796 3.451736 3.135315 -0.19 -0.44 0.80
F 4.210006 1.818106 3.537465 0.80 -0.68 0.28
S 3.903166 3.101766 1.142965 2.47 -0.51 -2.20
O 3.798346 4.505746 0.749455 -0.07 -0.60 1.26
O 5.068436 2.440516 0.453775 -2.24 0.88 2.08
O 2.653536 2.366886 1.107275 -0.03 -0.13 0.52
C -3.414504 -3.311614 0.362815 -0.25 -0.54 1.17
C -3.562244 -1.822654 0.150195 -0.23 -0.24 0.87
C -2.984314 -1.013794 1.307995 0.34 -1.21 0.30
O -1.618454 -1.360914 1.355165 0.24 0.66 -0.50
C -1.010954 -1.102644 2.585765 1.22 0.08 0.21
N -2.879954 -1.465994 -1.042965 0.68 0.90 -2.17
H -3.611664 -3.897334 -0.535055 -0.25 0.11 0.01
H -4.111804 -3.584394 1.154935 -0.25 -0.36 -0.12
H -2.449104 -3.632874 0.753825 0.25 0.40 -0.27
H -4.624104 -1.593144 0.061515 -0.23 0.05 0.12
H -3.372534 -1.373854 2.260745 -0.74 0.24 0.13
H -3.155184 0.057106 1.198005 0.05 0.16 -0.04
H 0.020086 -1.444174 2.494045 -0.07 -0.35 0.10
H -1.504694 -1.616884 3.410305 -0.14 -0.09 0.09
H -0.877594 -0.049284 2.832245 -0.54 0.34 -0.10
H -2.736464 -2.287044 -1.613395 0.40 -0.17 0.02
H -3.495104 -0.922644 -1.631585 0.05 0.50 -0.08
```
Forces are in eV/Å.

Its LUMO energy is 0.114 Eh. As for the charge: -2. Its frontier orbital gap is 0.1913 hartree. For the calculated total energy, the calculation gives -1818.87989 Ha. Its spin multiplicity is 1.